Record 1
Here is a cluster of 6 separate species, C33H82FN5O3 in total at a distorted geometry from the OMol25 dataset. Energies are from ωB97M-V/def2-TZVPD.

Atoms and positions in Å:
F 0.22356 -0.36285 -0.37269
C 2.98928 3.42227 -2.75213
C 3.09176 1.88852 -2.82329
C 3.09276 1.23168 -1.46299
C 4.20579 1.69759 -0.56901
N 4.21489 0.97303 0.80528
C 4.63734 -0.48231 0.75496
C 6.13674 -0.54510 0.62283
C 6.66934 0.65827 1.31904
C 5.43723 1.53419 1.63288
C 2.93764 1.12958 1.59645
H 3.89642 3.92273 -2.41370
H 2.13430 3.64528 -2.11215
H 2.75543 3.92349 -3.69165
H 4.02910 1.65075 -3.32768
H 2.27586 1.50824 -3.43737
H 3.12181 0.16566 -1.68988
H 2.13580 1.47662 -1.00084
H 4.13298 2.77966 -0.46041
H 5.19453 1.52713 -0.99579
H 4.27803 -1.09251 1.58260
H 4.22645 -0.88363 -0.17125
H 6.48956 -1.44875 1.11881
H 6.37960 -0.53086 -0.43939
H 7.20648 0.30170 2.19740
H 7.39030 1.20363 0.71032
H 5.26103 1.34492 2.69220
H 5.43392 2.62116 1.55744
H 2.61898 2.16622 1.70242
H 3.14347 0.69405 2.57373
H 2.19167 0.54133 1.06176
C -5.55716 0.37455 4.22269
C -4.92656 1.69281 4.74196
C -3.40168 1.80019 4.60902
C -2.99828 1.92134 3.18000
N -1.50788 1.60040 2.95509
C -1.25332 2.09989 1.45042
C -1.09723 3.59814 1.42775
C -0.56404 3.87082 2.83169
C -0.55033 2.57988 3.71760
C -1.11492 0.14176 3.24242
H -6.63505 0.38786 4.38186
H -5.17362 -0.49278 4.76075
H -5.37529 0.21179 3.15974
H -5.35382 1.78003 5.74135
H -5.47157 2.52300 4.29028
H -3.01199 0.91206 5.10737
H -3.06062 2.69807 5.12446
H -3.10737 2.98049 2.94649
H -3.62133 1.34714 2.49463
H -0.32626 1.58315 1.20185
H -2.12442 1.68263 0.94612
H -0.41496 3.93514 0.64734
H -1.99603 4.16842 1.19300
H 0.43335 4.31119 2.82565
H -1.08192 4.61509 3.43701
H 0.44087 2.13258 3.78660
H -0.92407 2.78058 4.72088
H -0.10762 -0.08529 2.89517
H -1.92849 -0.34780 2.70797
H -1.14637 0.06844 4.32891
C -1.32916 4.12718 -4.97112
N -1.86825 2.77980 -4.63601
C -3.30844 2.67314 -5.13763
C -0.91593 1.75190 -5.28064
C -2.05224 2.60181 -3.09202
C -0.80724 2.32191 -2.25899
O -0.18194 1.09692 -2.49067
H -1.28450 4.26329 -6.05139
H -0.33395 4.19485 -4.53347
H -2.06532 4.83516 -4.59126
H -3.32475 2.69748 -6.22707
H -3.77018 3.59120 -4.77578
H -3.76355 1.74582 -4.79294
H -0.92810 1.71188 -6.36999
H -1.11398 0.73461 -4.94552
H 0.10594 2.06496 -5.06859
H -2.77731 1.81167 -2.89715
H -2.55681 3.50777 -2.75597
H -1.05783 2.36449 -1.19832
H -0.11250 3.14671 -2.42660
H -0.03537 0.57453 -1.69049
C -2.87413 -1.04976 -1.78071
N -2.97085 -2.53944 -2.21651
C -1.71071 -3.24555 -1.82964
C -4.12359 -3.32596 -1.49379
C -3.26817 -2.46295 -3.70793
C -2.94070 -3.81664 -4.44890
O -1.61115 -4.10082 -4.63320
H -3.92632 -0.77724 -1.85763
H -2.11145 -0.53862 -2.36680
H -2.55154 -1.05645 -0.73964
H -1.81077 -4.29939 -2.08486
H -1.38192 -2.94527 -0.83549
H -0.96156 -2.84043 -2.51054
H -5.04187 -2.76756 -1.67500
H -3.81622 -3.33896 -0.44911
H -4.27731 -4.29339 -1.97004
H -2.63733 -1.67980 -4.12762
H -4.32448 -2.19972 -3.75404
H -3.40797 -3.75251 -5.43260
H -3.51322 -4.62035 -3.98403
H -1.45911 -4.96119 -4.23455
C 0.92490 -5.64970 2.44493
N 1.89947 -4.51441 2.81388
C 1.23341 -3.33233 3.52238
C 2.95186 -5.02108 3.80256
C 2.66162 -4.12283 1.48455
C 1.82983 -3.33845 0.46880
O 1.88899 -1.98478 0.82465
H 0.07214 -5.19659 1.94178
H 0.61831 -5.93115 3.45297
H 1.37970 -6.55779 2.05130
H 2.01938 -2.64902 3.84262
H 0.79009 -3.69075 4.45122
H 0.53060 -2.85488 2.84093
H 3.61643 -4.25899 4.20724
H 3.52213 -5.80166 3.29899
H 2.44664 -5.55134 4.60979
H 3.09928 -5.03428 1.07959
H 3.37425 -3.35681 1.79005
H 0.81878 -3.72610 0.33437
H 2.29153 -3.46188 -0.51206
H 1.25835 -1.48356 0.28970

Calculated values
- lowest unoccupied orbital energy (eV) = -8.24
- E_HOMO (eV) = -19.08
- charge = +4
- 2S+1 = 1
- E (a.u.) = -1904.48750

---

Record 2
Here is a cluster of 10 separate species, C33H82O19 in total at a distorted geometry from the OMol25 dataset. Energies are from ωB97M-V/def2-TZVPD.

Atoms and positions in Å:
O 1.92167 1.82753 0.32540
C 1.13071 0.96444 0.42677
O 0.54002 0.60612 1.58425
C -0.14818 -0.62229 1.45133
C 0.10324 -1.07760 -0.00380
O 0.61611 0.10449 -0.55947
H 0.17514 -1.38117 2.15085
H -1.22891 -0.43690 1.63210
H -0.83219 -1.34424 -0.51649
H 0.81681 -1.90992 -0.07954
C -3.04370 -1.08939 -4.57024
O -3.15367 -2.09788 -3.50659
C -4.45015 -2.64697 -3.24104
C -5.33698 -1.67460 -2.50700
O -4.97807 -1.49900 -1.18154
C -3.78946 -0.71801 -0.97609
H -3.41622 -0.11543 -4.21493
H -3.61018 -1.41140 -5.43907
H -1.96179 -1.03636 -4.71451
H -4.31883 -3.40885 -2.50750
H -4.93280 -2.93767 -4.16135
H -6.31202 -2.16342 -2.51559
H -5.47387 -0.71377 -2.99287
H -3.52515 -0.65875 0.07540
H -3.89621 0.33523 -1.32340
H -2.91857 -1.16543 -1.49110
C 2.74021 -3.31467 1.98285
O 3.13526 -1.96171 2.13965
C 3.56399 -1.65969 3.47474
C 3.06358 -0.30259 3.85612
O 1.71584 -0.32735 4.13413
C 1.32040 0.93430 4.48750
H 2.03680 -3.53005 2.76055
H 3.64798 -3.94256 2.04440
H 2.30591 -3.35934 1.00194
H 4.65216 -1.66908 3.38267
H 3.30292 -2.45248 4.13941
H 3.29044 0.41069 3.06120
H 3.62466 0.05400 4.75820
H 1.43207 1.58122 3.63148
H 1.92487 1.26260 5.34933
H 0.28055 0.86270 4.81117
C 7.58577 2.79516 -3.03077
O 6.82883 3.66889 -2.25500
C 5.95827 3.05078 -1.33137
C 4.59256 2.75472 -1.97186
O 4.76664 1.63888 -2.87553
C 3.50713 1.35848 -3.46548
H 6.98567 2.19531 -3.69482
H 8.13050 2.05413 -2.41142
H 8.39262 3.34121 -3.48124
H 5.74144 3.83764 -0.63187
H 6.45438 2.21061 -0.89947
H 4.22406 3.65983 -2.47025
H 3.85495 2.51026 -1.18065
H 2.90572 0.89025 -2.75202
H 3.69737 0.61200 -4.26213
H 3.00422 2.27426 -3.74116
C -1.04593 2.51747 -2.12767
O -2.12373 3.08876 -1.36618
C -2.20453 4.48998 -1.42692
C -3.36511 4.94179 -0.58625
O -4.56125 4.67122 -1.29892
C -5.72333 5.12521 -0.68077
H -1.29097 2.73801 -3.18573
H -1.00304 1.45894 -1.90604
H -0.07497 3.04568 -1.95446
H -2.29363 4.79940 -2.50026
H -1.31416 5.00009 -1.01241
H -3.15094 5.97078 -0.30328
H -3.46347 4.50226 0.43428
H -5.72445 6.21657 -0.80752
H -5.65001 4.87985 0.37099
H -6.59478 4.58051 -1.09068
C 8.38379 -0.38087 0.31867
O 7.20395 -0.31279 -0.35912
C 6.11017 -0.35778 0.50023
C 4.86153 -0.45749 -0.36172
O 4.68893 -1.82343 -0.66147
C 3.47558 -1.92820 -1.34619
H 9.18307 -0.40571 -0.41465
H 8.39201 -1.20514 1.02573
H 8.63269 0.52872 0.93677
H 5.97291 0.55924 1.07650
H 6.29446 -1.18980 1.21818
H 5.01069 0.17744 -1.24011
H 4.02023 -0.14483 0.24756
H 3.30790 -2.97142 -1.55710
H 3.53347 -1.40584 -2.33916
H 2.66656 -1.48525 -0.77719
C -3.37671 0.80247 3.53499
O -3.07893 0.61943 2.14776
C -3.24575 1.70100 1.29262
C -4.68752 1.94574 0.82501
O -5.40675 2.66049 1.79235
C -6.80800 2.52652 1.63668
H -2.78553 0.07578 4.07948
H -4.46295 0.82634 3.70049
H -2.97220 1.78895 3.78502
H -2.60801 1.54018 0.42758
H -2.79306 2.60948 1.70164
H -5.12014 0.96189 0.63913
H -4.69507 2.57097 -0.10211
H -7.24864 2.96208 0.71913
H -7.32334 2.97172 2.51578
H -7.03544 1.43592 1.54855
C -2.72654 -3.08203 0.97642
O -1.95405 -4.13119 1.50758
C -1.50825 -5.07783 0.54434
C -1.35853 -6.47737 1.14377
O -2.66359 -6.93205 1.44499
C -2.54180 -8.24786 1.86227
H -3.03439 -2.47238 1.82863
H -3.66041 -3.52311 0.58744
H -2.18718 -2.68525 0.12828
H -0.55947 -4.75487 0.09639
H -2.21305 -5.02892 -0.24408
H -0.69343 -6.35476 1.99147
H -0.94060 -7.13497 0.36023
H -1.90290 -8.66284 1.11789
H -3.50996 -8.70319 2.03897
H -1.98447 -8.30738 2.80161
C -0.13047 4.60805 2.68554
O -0.65104 3.81726 3.66921
H -1.01097 4.94883 2.13574
H 0.40750 5.44682 3.12566
H 0.56361 4.04734 2.03377
H 0.07984 3.41330 4.14743
C 0.11665 -1.92008 -3.17685
O -0.52755 -3.04692 -2.64211
H 0.18340 -2.07725 -4.26924
H -0.39299 -0.98473 -2.93691
H 1.10382 -1.97842 -2.79754
H -1.45331 -3.08764 -2.93441

Calculated values
- structure (SMILES) = O=C1OCCO1.COCCOC.COCCOC.COCCOC.COCCOC.COCCOC.COCCOC.COCCOC.CO.CO
- lowest unoccupied orbital energy (eV) = 0.63
- E_HOMO (eV) = -9.19
- 2S+1 = 1
- E (a.u.) = -2735.70702

---

Record 3
Here is a cluster of 8 separate species, C33H85N3O11 in total at a distorted geometry from the OMol25 dataset. Energies are from ωB97M-V/def2-TZVPD.

Atoms and positions in Å:
C 15.94042 -5.47181 -18.98845
O 14.88228 -6.37115 -18.63314
C 15.13330 -7.20565 -17.51768
C 13.91878 -8.10810 -17.32609
N 12.85241 -7.59250 -16.58698
C 11.76128 -8.59000 -16.45743
C 10.57900 -8.10599 -15.58977
O 9.84152 -7.00863 -16.17550
C 8.53888 -6.85793 -15.64980
H 15.71835 -4.72531 -19.75103
H 16.78753 -6.00113 -19.42470
H 16.36338 -4.95230 -18.12861
H 15.21973 -6.50939 -16.68350
H 16.07177 -7.72578 -17.70954
H 14.16425 -9.04276 -16.82183
H 13.60689 -8.28341 -18.35570
H 12.47508 -6.77203 -17.03925
H 12.18113 -9.51790 -16.06906
H 11.37403 -8.70522 -17.46978
H 10.88725 -7.93757 -14.55792
H 9.97988 -9.00253 -15.43046
H 7.81165 -7.37425 -16.27640
H 8.28149 -5.79994 -15.69997
H 8.51506 -7.12549 -14.59342
C 14.01398 -4.52296 -21.99452
O 15.43191 -4.48334 -22.36367
C 16.02474 -3.15269 -22.36312
C 17.52038 -3.29497 -22.90057
N 18.35572 -3.99323 -21.94655
C 19.76596 -4.04494 -22.30829
C 20.49101 -5.09883 -21.45162
O 20.13019 -6.46545 -21.73076
C 20.45211 -7.01806 -23.01180
H 13.67992 -5.54841 -21.83652
H 13.43897 -4.15403 -22.84385
H 13.73194 -3.98829 -21.08750
H 15.97196 -2.56527 -21.44646
H 15.53687 -2.52459 -23.10848
H 17.95375 -2.31595 -23.10501
H 17.49252 -3.84275 -23.84252
H 18.01065 -4.94189 -21.91384
H 20.17108 -3.05569 -22.09529
H 19.87682 -4.24041 -23.37487
H 20.32364 -4.89359 -20.39428
H 21.56089 -5.05612 -21.65562
H 21.53157 -6.99520 -23.16128
H 20.10074 -6.31865 -23.77040
H 20.04076 -7.99273 -23.27432
C 22.58802 -8.62692 -10.94467
O 21.40363 -8.27132 -11.68876
C 20.45941 -9.31061 -11.64624
C 19.15273 -8.86777 -12.41698
N 19.54239 -8.30877 -13.71008
C 18.26828 -7.85811 -14.42147
C 18.54352 -7.14958 -15.82148
O 19.11639 -5.90530 -15.61277
C 19.06537 -4.94657 -16.64991
H 23.06520 -9.54928 -11.27583
H 22.40354 -8.62653 -9.87040
H 23.19388 -7.72856 -11.06285
H 20.12805 -9.47267 -10.62054
H 20.87973 -10.22833 -12.05758
H 18.61052 -8.11048 -11.85075
H 18.39039 -9.63233 -12.56657
H 20.20046 -7.55561 -13.56939
H 17.77557 -7.08558 -13.83111
H 17.60233 -8.71407 -14.53075
H 17.57027 -6.95723 -16.27303
H 19.16682 -7.78978 -16.44577
H 19.49986 -4.00099 -16.32558
H 18.03008 -4.75750 -16.93368
H 19.65065 -5.28769 -17.50383
C 20.45913 -0.15280 -23.76634
C 21.83184 0.08444 -23.22930
C 21.71793 0.88720 -21.91546
O 22.43143 -1.08316 -22.96504
H 20.00393 0.75092 -24.17156
H 19.79449 -0.62201 -23.04097
H 20.48106 -0.82709 -24.62247
H 22.48495 0.56621 -23.95692
H 21.09440 1.77706 -22.00198
H 22.69532 1.14915 -21.51027
H 21.27044 0.23139 -21.16862
H 23.28950 -0.83521 -22.61313
C 12.93770 1.70527 -20.76474
C 13.33893 0.74001 -19.67919
C 14.83776 0.66869 -19.51344
O 12.74101 1.15048 -18.49195
H 13.28713 1.37899 -21.74430
H 13.36456 2.69672 -20.61330
H 11.84997 1.75664 -20.81266
H 12.96209 -0.27012 -19.83956
H 15.27464 1.65290 -19.34441
H 15.26760 0.28749 -20.43974
H 15.05774 -0.06254 -18.73561
H 13.08903 1.99541 -18.19770
C 15.37195 -1.51573 -14.97694
C 14.87962 -0.12169 -14.83308
C 13.32451 -0.02978 -14.85540
O 15.19067 0.22967 -13.51433
H 16.45898 -1.59586 -14.98343
H 15.06414 -1.96379 -15.92171
H 15.16419 -2.17135 -14.13130
H 15.32009 0.51761 -15.59819
H 12.90722 0.88542 -14.43544
H 12.87463 -0.84301 -14.28588
H 12.91307 -0.06969 -15.86397
H 16.10778 0.50610 -13.57829
C 17.86829 -1.35323 -17.73117
C 18.43062 -1.66743 -19.10078
C 19.93858 -1.78011 -19.09834
O 17.81598 -2.81822 -19.56345
H 16.82549 -1.04394 -17.80202
H 18.37451 -0.52158 -17.24106
H 17.96425 -2.18999 -17.03928
H 18.15142 -0.84975 -19.76526
H 20.20983 -2.55039 -18.37641
H 20.35009 -0.82009 -18.78669
H 20.43282 -2.00576 -20.04328
H 18.13091 -3.14870 -20.40796
C 18.28796 2.26588 -18.27841
C 17.69079 3.52884 -17.74357
C 17.02464 4.37612 -18.81828
O 16.64484 3.20331 -16.84454
H 18.54750 1.64236 -17.42286
H 19.25298 2.53465 -18.70807
H 17.65024 1.70710 -18.96337
H 18.36964 4.14578 -17.15480
H 16.68791 5.35594 -18.47965
H 16.25324 3.87476 -19.40283
H 17.70940 4.71043 -19.59766
H 16.92747 2.61347 -16.14184

Calculated values
- lowest unoccupied orbital energy (spin up / spin down) (eV) = 2.26 / 2.22
- E_HOMO (spin up / spin down) (eV) = 0.73 / -7.09
- charge = -1
- 2S+1 = 2
- E (a.u.) = -2299.95915

---

- The highest 2S+1 belongs to which entry?
  C33H85N3O11

---

- Number 1 is which compound?
  C33H82FN5O3

---

- The highest E belongs to which entry?
  C33H82FN5O3